[1]
23
Properties=species:S:1:pos:R:3:forces:R:3:nbo_charge:R:1 method="wB97M-V/def2-TZVPD" fmax_ev_per_a=4.2 smiles=Cc1ccccc1.CC
C -1.0091 0.9734 -2.9317 0.0 -0.9 -0.5 -0.630
C 1.5663 1.1432 0.4861 -2.2 0.9 0.5 -0.237
C 0.3999 1.9513 0.3928 -0.2 0.7 1.8 -0.191
C 1.8260 0.2999 -0.5836 0.1 1.1 1.2 -0.197
C -0.5112 1.8806 -0.6471 0.4 0.3 -0.4 -0.234
C 1.0360 0.3739 -1.7291 1.3 -0.8 1.5 -0.222
C -0.1667 1.0427 -1.6988 0.5 0.7 -2.0 -0.013
H 1.9991 1.2283 1.5005 0.5 -0.6 -1.1 0.224
H 0.1692 2.6005 1.2874 0.3 -0.6 -1.2 0.206
H 2.6494 -0.3711 -0.4907 0.6 -0.3 -0.4 0.208
H -1.3800 2.5569 -0.8258 0.7 -0.7 0.8 0.220
H 1.5441 -0.1416 -2.5300 -1.1 -0.2 -0.8 0.216
H -1.1219 1.8194 -3.5898 0.5 0.8 0.2 0.220
H -1.9972 0.7843 -2.5770 -1.0 -0.5 -0.1 0.216
H -0.6614 0.1597 -3.5895 -0.3 0.1 0.4 0.214
C -1.0310 -2.5426 2.2222 -3.8 -0.2 1.7 -0.630
C 0.0820 -1.5315 2.1164 1.1 -0.8 -0.9 -0.635
H -2.1094 -2.0763 2.1967 1.9 0.0 -0.4 0.194
H -1.2265 -3.3465 1.5040 1.1 -0.1 0.2 0.217
H -1.1440 -2.8730 3.2835 0.6 -0.6 -0.9 0.208
H -0.4811 -0.6193 1.9827 1.0 0.8 0.1 0.225
H 0.7657 -1.7296 1.2499 -0.9 0.4 0.4 0.212
H 0.8018 -1.5828 2.9710 -1.0 0.5 -0.4 0.210

***

[2]
10
Properties=species:S:1:pos:R:3:forces:R:3:nbo_charge:R:1 method="wB97M-V/def2-TZVPD" fmax_ev_per_a=5.8 smiles="O=CN1CC1"
C -1.6625 0.2428 -0.0246 -3.1 0.4 -0.8 0.517
C 1.0126 0.5347 0.1043 -3.0 4.8 -1.5 -0.264
C 0.9118 -0.9245 0.0360 -0.1 -1.7 -1.8 -0.218
H -1.9787 1.3780 -0.2513 1.7 -1.8 0.7 0.126
H 1.1898 1.1772 -0.8749 0.6 -1.6 2.2 0.225
H 1.0064 1.3582 1.0815 0.2 -3.2 -2.5 0.233
H 1.1072 -1.5075 0.9278 -0.8 0.3 0.5 0.221
H 1.4368 -1.6325 -0.8422 -1.8 2.5 1.8 0.228
N -0.3830 -0.1340 -0.2499 4.8 0.1 1.1 -0.477
O -2.6404 -0.4923 0.0933 1.5 0.4 0.3 -0.590

***

[3]
107
Properties=species:S:1:pos:R:3:forces:R:3:mulliken_charge:R:1 method="wB97M-V/def2-TZVPD" fmax_ev_per_a=7.8 total_charge=+1
C 1.9597 4.6757 1.8881 0.3 0.7 0.6 -0.843
C 0.3648 5.0778 1.9886 1.1 -0.7 -1.4 0.137
C -0.4450 4.2363 0.8499 -0.4 -0.6 0.8 0.144
C -1.7714 3.4791 1.3952 1.0 -0.5 -0.4 -0.755
C -2.1429 2.3436 0.2690 -1.0 0.8 0.2 -0.649
C -2.7608 0.9991 0.8974 -0.6 0.7 0.0 -0.046
C -1.8475 0.2661 1.9991 -0.5 0.5 0.1 -0.734
C -0.2599 0.3395 1.7647 -0.2 -1.3 1.5 -0.696
C 0.3239 -0.6602 0.6392 -2.5 0.2 0.6 0.917
C 1.9386 -0.6343 0.8385 -0.2 -0.5 1.5 0.642
F 2.2685 -1.7450 1.7053 -0.4 3.0 -2.7 -0.202
F 2.3870 0.5363 1.5906 -0.9 -2.1 -1.9 -0.362
C 2.7886 -0.6100 -0.5214 2.0 1.0 0.1 0.977
F 4.1792 -0.4297 -0.1218 -3.0 -0.4 -0.9 -0.353
F 2.4971 0.5387 -1.3425 0.2 -2.5 2.7 -0.350
C 2.7569 -1.9426 -1.4146 0.4 -2.8 -2.1 0.176
F 2.9175 -3.1550 -0.7116 -0.7 3.9 -1.7 -0.171
F 3.9313 -1.8554 -2.3220 -1.6 -4.4 6.2 -0.236
F 1.6275 -2.0468 -2.2850 2.9 0.3 3.1 -0.108
O -0.2364 -0.1936 -0.6121 0.4 -0.6 -0.7 -0.277
C -1.1752 -1.0703 -1.3170 -1.3 0.4 -2.4 -1.021
O -1.6234 -0.6918 -2.4225 2.0 -1.3 5.1 -0.574
C -1.3902 -2.4202 -0.4707 0.6 2.0 0.1 3.154
B -2.9202 -2.7471 0.0477 -1.6 0.8 0.1 0.347
O -3.2536 -3.7415 1.0369 0.8 2.4 -0.7 -0.441
O -3.9774 -1.9978 -0.5920 1.0 -2.2 1.9 -0.444
C -5.3026 -2.4604 -0.2173 -2.5 0.6 -0.1 -0.264
C -5.8100 -1.8627 1.2196 1.7 0.1 -0.6 -0.685
B -1.1526 -3.7064 -1.4998 0.0 -1.0 -2.1 -0.617
O -1.6257 -3.6577 -2.8901 3.0 0.5 4.5 -0.360
N -0.4814 -4.9888 -1.0747 -1.0 -0.1 -1.9 0.223
C -1.6082 -6.0207 -1.0009 -0.6 -0.6 1.3 -0.907
C 0.2967 -5.4253 -2.3156 0.9 -0.7 -0.8 -0.851
C -0.2435 -2.1933 0.6699 1.9 -1.6 -0.5 -1.126
O -0.5015 -2.6400 2.0161 0.5 -0.9 -1.3 -0.345
B -0.1009 -4.0137 2.2312 0.4 -2.7 0.7 0.354
O 1.2036 -4.5600 2.0005 -3.1 1.2 -0.8 -0.540
O -1.1126 -4.9042 2.7879 1.2 1.4 -1.6 -0.545
H 2.6328 5.6162 1.9974 -1.0 -1.4 -0.1 0.367
H 2.2877 3.9686 2.7435 -0.8 1.0 -1.5 0.390
H 2.2382 4.2209 0.8630 -0.7 0.6 1.7 -0.009
H 0.3057 6.2165 1.6941 -1.0 -4.0 5.2 -0.269
H -0.0086 4.9308 3.0574 0.4 0.4 -1.8 0.142
H -0.7770 4.8835 -0.0756 0.7 -1.0 1.5 0.161
H 0.2697 3.4005 0.4794 -1.3 1.6 0.4 -0.110
H -2.6364 4.2042 1.5928 1.2 -1.0 -0.4 0.407
H -1.5047 2.9917 2.4118 -0.4 0.6 -1.7 0.180
H -1.2535 2.1602 -0.4395 -1.3 0.1 1.3 0.222
H -2.9736 2.8393 -0.3778 1.4 -0.9 0.9 0.468
H -3.7373 1.3212 1.4466 1.5 -0.6 -0.9 0.569
H -3.1170 0.3248 0.0324 0.8 0.9 1.4 -0.255
H -2.0518 0.8148 3.0058 0.4 -1.0 -1.6 0.460
H -2.2682 -0.7950 2.1462 1.0 1.5 -0.2 0.198
H 0.0399 1.4366 1.6353 -0.2 -1.7 -0.3 -0.214
H 0.2271 -0.0022 2.7659 -0.8 0.6 -1.7 0.590
H -3.2103 -3.3551 1.9521 0.3 -0.9 -1.2 0.258
H -5.4547 -3.5974 -0.3004 0.6 1.8 0.3 0.302
H -6.0347 -1.9971 -0.9949 1.4 -0.8 1.1 0.211
H -6.8951 -2.1395 1.4502 1.6 0.4 -0.4 0.391
H -5.0915 -2.2193 2.0560 -1.5 0.4 -1.3 0.091
H -5.6408 -0.7200 1.1383 -0.6 -1.7 0.2 0.111
H -0.9517 -3.1252 -3.3725 -1.3 -0.2 -0.2 0.274
H -1.2940 -7.0409 -1.4312 -0.3 1.7 0.7 0.418
H -1.8430 -6.1833 0.1109 0.0 0.2 -1.7 0.129
H -2.5563 -5.6884 -1.5596 1.3 -0.5 0.7 0.262
H 1.1149 -6.1948 -2.0536 -1.3 1.2 0.0 0.241
H 0.8285 -4.5406 -2.8209 -0.8 -1.3 0.7 0.177
H -0.4015 -5.9520 -3.0810 1.2 1.2 1.1 0.375
H 0.6071 -2.8554 0.2255 -1.1 1.1 1.1 0.309
H 1.1108 -5.5205 1.7583 0.7 0.9 0.9 0.229
H -0.9944 -5.8233 2.4609 0.2 0.9 0.7 0.262
Ca 0.5848 6.9758 0.2977 0.9 2.5 -4.3 0.242
Cl -2.9847 -3.0340 -4.8008 -1.3 0.8 -1.6 -0.637
Cl -6.7975 -0.0945 -4.2795 -0.7 -1.4 -0.3 -0.316
C -5.3955 -0.4040 -5.3440 0.8 -0.1 -0.8 -0.031
C -5.7406 -0.2361 -6.8102 -0.1 0.1 0.0 -0.416
Cl -6.8454 -1.5054 -7.3899 0.0 0.1 0.1 -0.170
H -5.0255 -1.4040 -5.1267 0.2 -0.2 0.2 -0.008
H -4.6198 0.3113 -5.0608 0.0 -0.1 0.0 0.291
H -4.8327 -0.3065 -7.4128 0.0 -0.1 0.3 0.338
H -6.2056 0.7331 -7.0069 0.0 -0.1 0.0 0.285
O 4.2225 -8.0260 4.0663 0.3 0.7 -0.2 -0.473
P 3.6268 -6.8358 3.3082 -0.4 0.1 -0.2 0.968
O 4.4035 -6.6271 2.0035 -0.2 -0.5 0.3 -0.488
O 3.7310 -5.5782 4.1784 -0.2 -0.6 0.2 -0.462
O 2.1520 -7.1107 2.9843 0.2 0.4 -0.3 -0.484
C 6.4936 3.1117 0.2511 1.0 0.2 0.8 -1.025
C 7.5432 4.0934 0.7360 0.2 -0.2 0.3 -0.543
O 7.5918 5.2448 -0.1163 -0.5 0.7 -0.1 -0.318
C 6.6433 6.1842 0.1061 0.2 -1.1 1.1 0.359
O 5.7865 6.0919 0.9528 0.4 0.2 -1.0 -0.487
C 6.8371 7.3752 -0.8290 0.4 2.2 -1.6 0.829
F 7.0660 6.9957 -2.1043 -0.2 -0.4 0.8 -0.232
F 7.8892 8.1361 -0.4613 -0.5 -0.8 0.3 -0.232
F 5.7658 8.1911 -0.8610 0.3 -0.9 0.5 -0.224
H 6.6665 2.8476 -0.8024 0.3 -0.1 -0.1 0.453
H 6.5108 2.1988 0.8531 -0.1 0.0 0.0 0.588
H 5.4956 3.5459 0.3115 4.0 1.2 4.1 0.367
H 8.5288 3.6253 0.6914 -0.1 0.2 -0.2 0.404
H 7.3716 4.3857 1.7755 -0.1 0.0 -0.2 0.348
O -2.0240 6.0636 4.4232 -0.1 -0.1 0.2 -0.616
H -1.9272 5.3202 5.0688 -0.1 0.1 0.0 0.482
H -1.6068 6.8966 4.7631 0.0 0.1 -0.1 0.446
H -2.9717 6.2079 4.1767 0.1 0.0 0.0 0.472
Ca 4.4469 3.1932 -0.7991 -5.4 -1.8 -5.1 0.753
Cl 3.5341 -0.5684 -3.6460 -0.5 4.9 -4.9 -0.297
K -6.5786 2.3039 -3.3171 0.2 1.4 0.6 0.924

***

[4]
13
Properties=species:S:1:pos:R:3:forces:R:3:nbo_charge:R:1 method="wB97M-V/def2-TZVPD" fmax_ev_per_a=5.1 smiles="CCCC=O"
O -2.7174 0.1160 1.3607 4.1 -1.2 -2.8 -0.516
C -1.7343 -0.0414 0.5636 -2.8 2.8 1.3 0.412
C -0.2684 0.0708 0.9799 2.2 -1.8 2.1 -0.531
C 0.9589 -0.5880 0.0602 -4.8 0.3 -1.1 -0.392
C 0.9297 0.3303 -1.2598 -0.3 -0.5 -0.4 -0.641
H -1.9443 0.0964 -0.5503 0.1 -0.8 1.0 0.122
H 0.0423 1.0991 1.2213 -0.7 0.0 -0.4 0.241
H -0.2095 -0.4050 2.0080 -0.2 0.3 -1.0 0.233
H 1.9256 -0.6837 0.5472 -0.3 0.1 0.2 0.223
H 0.4231 -1.6187 -0.1152 1.9 1.5 -0.1 0.204
H 1.9640 0.5260 -1.7238 -1.7 -0.1 0.9 0.224
H 0.3254 1.2891 -1.0354 1.5 -1.2 -0.4 0.206
H 0.3050 -0.1908 -2.0563 0.9 0.6 0.9 0.214

***

[5]
50
Properties=species:S:1:pos:R:3:forces:R:3:nbo_charge:R:1 method="wB97M-V/def2-TZVPD" fmax_ev_per_a=1.7 smiles="CCc1nnc(NC(=O)CN2CCN(Cc3ccccc3C)CC2)s1"
C 7.6932 0.5085 -0.7703 0.1 0.0 0.2 -0.594
H 7.1416 1.3127 -1.2512 0.0 0.0 -0.1 0.212
H 8.7550 0.6627 -0.9441 0.1 0.0 -0.1 0.213
H 7.3990 -0.4351 -1.2247 0.0 0.0 -0.1 0.206
C 7.4036 0.4902 0.7305 0.2 0.0 -0.2 -0.450
C 5.9598 0.2839 0.9975 -0.2 -0.8 -0.2 0.044
N 5.2018 1.1327 1.5892 1.3 0.8 0.1 -0.262
N 3.9354 0.7496 1.7143 -1.7 -0.4 0.2 -0.305
C 3.7119 -0.4167 1.2083 1.0 -0.3 -0.4 0.203
N 2.4906 -1.0250 1.2193 -0.3 0.0 0.1 -0.633
C 2.2551 -2.2444 0.6558 -0.4 0.2 0.2 0.680
O 3.1159 -2.8960 0.1109 0.0 -0.3 -0.1 -0.591
C 0.8139 -2.6945 0.8294 -0.1 -0.1 -0.1 -0.309
N -0.0674 -1.5556 0.9938 -0.1 -0.2 0.0 -0.465
C -0.3538 -0.9056 -0.2783 -0.1 0.3 -0.1 -0.250
C -1.1508 0.3803 -0.0277 0.2 -0.1 -0.2 -0.233
N -2.3773 0.1589 0.7117 0.0 -0.1 0.0 -0.446
C -2.0877 -0.5758 1.9243 0.0 -0.2 0.1 -0.219
C -1.3081 -1.8751 1.6815 -0.2 0.2 0.2 -0.237
H -1.0675 -2.3376 2.6417 0.0 0.0 0.0 0.207
H -1.9250 -2.5835 1.1026 0.1 0.0 0.0 0.167
H -3.0222 -0.7965 2.4438 0.0 0.0 0.0 0.204
H -1.4811 0.0762 2.5613 0.0 -0.1 0.1 0.201
C -3.4676 -0.3924 -0.0837 0.0 0.0 0.0 -0.262
C -3.8801 0.5672 -1.1691 0.0 -0.1 -0.1 0.037
C -3.7027 0.2198 -2.5011 0.0 0.0 0.1 -0.222
C -4.0676 1.0813 -3.5206 0.0 0.0 -0.1 -0.224
C -4.6150 2.3118 -3.2083 0.0 0.0 -0.1 -0.203
C -4.7944 2.6663 -1.8828 0.0 0.0 0.0 -0.211
C -4.4347 1.8101 -0.8512 0.0 0.0 0.0 -0.014
C -4.6505 2.2112 0.5747 0.0 0.1 0.0 -0.648
H -5.4279 1.5940 1.0258 -0.1 0.0 0.1 0.213
H -4.9586 3.2515 0.6393 -0.1 0.1 0.0 0.214
H -3.7367 2.0665 1.1458 0.0 0.0 0.1 0.245
H -5.2238 3.6288 -1.6429 0.0 0.1 0.0 0.208
H -4.9024 2.9946 -3.9943 0.0 0.1 -0.1 0.213
H -3.9229 0.7922 -4.5510 0.0 0.0 -0.1 0.213
H -3.2739 -0.7426 -2.7462 0.0 -0.1 0.0 0.204
H -4.3098 -0.5528 0.5971 0.0 -0.1 0.0 0.209
H -3.2182 -1.3634 -0.5406 -0.1 0.0 0.0 0.172
H -1.3923 0.8596 -0.9775 0.1 0.0 0.0 0.221
H -0.5340 1.0664 0.5616 0.1 0.0 -0.1 0.201
H 0.5893 -0.6600 -0.7714 0.0 0.0 -0.1 0.212
H -0.9191 -1.5775 -0.9469 0.1 0.0 0.0 0.169
H 0.5441 -3.3442 -0.0187 0.1 0.1 0.1 0.206
H 0.7827 -3.3065 1.7369 0.0 0.0 -0.1 0.230
H 1.6975 -0.5356 1.6227 0.1 -0.1 -0.1 0.449
S 5.1133 -1.1814 0.4970 0.0 0.9 0.4 0.373
H 7.9724 -0.3163 1.2000 0.1 0.1 0.1 0.216
H 7.6968 1.4370 1.1861 0.0 -0.1 0.1 0.235

***

[6]
17
Properties=species:S:1:pos:R:3:forces:R:3:nbo_charge:R:1 method="wB97M-V/def2-TZVPD" fmax_ev_per_a=5.9
C 1.4426 -0.5806 -1.5831 0.9 0.8 0.4 -0.722
C 0.1615 1.0775 1.8538 0.5 -0.6 -0.2 -0.694
C 0.6296 -0.8295 -0.3509 -4.4 -3.7 -1.5 0.631
C -1.1240 -0.3151 -0.5503 2.8 -2.9 1.7 0.079
C 0.1722 1.3786 0.3810 -3.2 1.3 -1.0 0.073
C -2.2010 -1.0549 -0.3440 -0.2 0.2 -0.5 -0.514
N -0.7076 0.9246 -0.5126 2.6 3.6 1.2 -0.388
O 0.8009 -1.6163 0.5359 0.8 1.5 -0.1 -0.514
H 0.6423 2.3205 0.0904 0.1 -0.2 0.0 0.183
H 1.6027 -1.5391 -2.0832 -0.1 0.0 0.3 0.256
H 0.9633 0.1156 -2.2651 -0.1 0.0 0.2 0.250
H 2.4099 -0.1774 -1.2745 0.1 -0.1 -0.3 0.232
H -2.1441 -2.1344 -0.4202 0.0 0.1 0.0 0.218
H -3.1674 -0.5968 -0.1609 0.0 -0.1 0.0 0.207
H -0.1377 1.9666 2.4157 0.0 0.0 -0.2 0.235
H -0.5149 0.2577 2.0946 0.1 0.0 0.0 0.239
H 1.1715 0.8029 2.1734 -0.1 0.0 0.2 0.229

***

no.,Kohn-Sham gap (eV),E_tot (eV),LUMO level (eV)
1,9.994,-9558.644,0.993
2,10.354,-6725.748,0.764
3,1.573,-200616.541,-5.893
4,10.535,-6323.327,0.492
5,9.309,-39405.173,0.673
6,8.405,-9901.686,-0.078